{
  "formula": "C49H35NO17P",
  "method": "wB97M-V/def2-TZVPD",
  "elements": ["N", "C", "O", "P", "H", "H", "H", "C", "C", "C", "O", "C", "C", "C", "O", "H", "H", "H", "H", "C", "C", "C", "O", "C", "C", "C", "O", "H", "H", "H", "H", "C", "C", "C", "O", "C", "C", "C", "O", "H", "H", "H", "H", "C", "C", "C", "O", "C", "C", "C", "O", "H", "H", "H", "H", "C", "C", "C", "O", "C", "C", "C", "O", "H", "H", "H", "H", "C", "C", "C", "O", "C", "C", "C", "O", "H", "H", "H", "H", "C", "C", "C", "O", "C", "C", "C", "O", "H", "H", "H", "H", "C", "C", "C", "O", "C", "C", "C", "O", "H", "H", "H", "H"],
  "positions_angstrom": [[0.1618, -10.0831, -2.0753], [-0.4878, -9.1157, -2.4283], [-1.5291, -8.4185, -3.1466], [-3.0693, -8.8859, -2.5058], [-2.8903, -10.1132, -1.7547], [-4.0247, -9.1677, -3.5626], [-3.5602, -7.8619, -1.5886], [-2.1262, -5.3248, -2.7113], [-1.6241, -4.2116, -3.2466], [-1.2852, -3.0430, -2.4065], [-0.8294, -2.0269, -2.8931], [-1.5233, -3.1577, -0.9519], [-2.0260, -4.2727, -0.4181], [-2.3637, -5.4387, -1.2563], [-2.8251, -6.4645, -0.7595], [-2.3803, -6.1881, -3.3124], [-1.4433, -4.1119, -4.3106], [-1.2694, -2.2930, -0.3500], [-2.2070, -4.3724, 0.6448], [0.9868, -1.5589, -5.5379], [2.2995, -1.3555, -5.6595], [3.1790, -2.3713, -6.2754], [4.3759, -2.1881, -6.3850], [2.5472, -3.6204, -6.7527], [1.2347, -3.8233, -6.6309], [0.3560, -2.8071, -6.0149], [-0.8449, -2.9909, -5.9047], [0.3280, -0.8264, -5.0889], [2.7774, -0.4465, -5.3160], [3.2058, -4.3533, -7.2019], [0.7564, -4.7324, -6.9745], [-0.5424, -1.6838, 3.6466], [0.0016, -0.8545, 4.5382], [0.8565, 0.2742, 4.1122], [1.3552, 1.0315, 4.9254], [1.0839, 0.4490, 2.6613], [0.5387, -0.3818, 1.7711], [-0.3155, -1.5093, 2.1971], [-0.8167, -2.2694, 1.3799], [-1.1703, -2.5158, 3.9406], [-0.1555, -0.9682, 5.6039], [1.7135, 1.2826, 2.3668], [0.6951, -0.2691, 0.7050], [3.3581, 3.1456, 5.0207], [3.9030, 3.9769, 5.9111], [4.7574, 5.1055, 5.4847], [5.2562, 5.8629, 6.2966], [4.9837, 5.2783, 4.0339], [4.4396, 4.4477, 3.1434], [3.5855, 3.3199, 3.5703], [3.0856, 2.5611, 2.7556], [2.7287, 2.3118, 5.3152], [3.7467, 3.8648, 6.9770], [5.6113, 6.1103, 3.7391], [4.5961, 4.5601, 2.0753], [4.5217, 4.4130, -1.4870], [5.2180, 4.2390, -2.6111], [6.4229, 5.0458, -2.8990], [7.0574, 4.8894, -3.9246], [6.8263, 6.0508, -1.8924], [6.1294, 6.2242, -0.7684], [4.9252, 5.4175, -0.4814], [4.2877, 5.5740, 0.5475], [3.6363, 3.8313, -1.2601], [4.9364, 3.5069, -3.3578], [7.7113, 6.6323, -2.1187], [6.4106, 6.9563, -0.0213], [-3.8883, -2.1319, 9.3888], [-3.1920, -2.3012, 8.2641], [-1.9864, -1.4952, 7.9804], [-1.3503, -1.6482, 6.9511], [-1.5810, -0.4959, 8.9908], [-2.2770, -0.3262, 10.1158], [-3.4831, -1.1322, 10.4001], [-4.1173, -0.9798, 11.4260], [-4.7742, -2.7130, 9.6125], [-3.4746, -3.0292, 7.5137], [-0.6949, 0.0851, 8.7667], [-1.9941, 0.4019, 10.8659], [-0.7459, 5.1566, -3.0304], [-1.1236, 6.4352, -2.9907], [-0.5752, 7.3658, -1.9811], [-0.9204, 8.5314, -1.9429], [0.4085, 6.8248, -1.0190], [0.7856, 5.5461, -1.0591], [0.2375, 4.6160, -2.0682], [0.5838, 3.4482, -2.1062], [-1.1377, 4.4612, -3.7623], [-1.8421, 6.8474, -3.6883], [0.8006, 7.5199, -0.2870], [1.5046, 5.1336, -0.3611], [-4.4537, -1.5260, -3.8441], [-5.1261, -2.3593, -3.0495], [-6.5935, -2.2630, -2.9031], [-7.2070, -3.0230, -2.1761], [-7.2870, -1.2083, -3.6726], [-6.6144, -0.3742, -4.4677], [-5.1465, -0.4708, -4.6141], [-4.5322, 0.2873, -5.3399], [-3.3782, -1.5821, -3.9626], [-4.6335, -3.1379, -2.4795], [-8.3618, -1.1524, -3.5542], [-7.1069, 0.4040, -5.0375]],
  "atomic_forces_ev_per_a": [[-3.1189, 5.5490, -1.4952], [0.3222, -4.1508, -0.6034], [0.2285, -2.2761, 2.9381], [0.7377, -0.4290, 0.1016], [0.0716, 0.8387, -0.7748], [1.1501, 0.3020, 0.4441], [0.7065, -0.0437, -0.6079], [-0.0553, 0.1745, 0.1881], [-0.1184, -0.5022, -0.4476], [0.1615, 0.3566, 0.0971], [-0.1578, -0.3839, 0.1388], [-0.2532, 0.0731, -0.4053], [-0.0488, -0.1921, 0.0187], [0.2133, 0.5729, 0.0119], [-0.1296, -0.1594, -0.0146], [0.0158, 0.1373, -0.1417], [-0.0628, 0.0179, 0.0512], [-0.1155, -0.2794, -0.3482], [0.0296, 0.0441, -0.0249], [0.1483, 0.2505, 0.0411], [-0.3097, 0.0760, 0.0955], [0.5728, 0.1995, -0.0169], [-0.3999, -0.1104, 0.0310], [-0.2747, -0.2875, -0.0685], [0.2438, -0.1157, -0.0458], [-0.1967, 0.1225, -0.0345], [0.2543, -0.0529, -0.1388], [-0.0231, -0.0601, -0.0051], [0.0205, -0.0321, -0.0239], [0.0273, 0.0413, 0.0028], [-0.0209, 0.0297, -0.0185], [0.0271, 0.0546, 0.1025], [0.0114, -0.1441, 0.0667], [0.1084, 0.1336, 0.0738], [-0.5792, -0.6242, -0.1968], [-0.0081, 0.0964, -0.5575], [0.0076, 0.0183, 0.1323], [0.0310, 0.0323, 0.0920], [0.3126, 0.3232, 1.0556], [0.0029, 0.0140, 0.0249], [0.0794, 0.0475, -0.2492], [-0.1695, -0.2362, 0.1284], [-0.0072, 0.0138, 0.0023], [0.0087, -0.0806, 0.4909], [-0.1206, -0.1833, -0.1910], [0.1814, 0.3582, 0.3776], [-0.1292, -0.2121, -0.2332], [-0.0817, -0.1322, -0.2747], [0.2795, 0.0149, -0.0335], [-0.0229, -0.0038, 0.0264], [0.4314, 0.4437, 0.0715], [0.2628, 0.3360, -0.1192], [0.0327, 0.0289, -0.0109], [0.0000, 0.0004, 0.0309], [-0.0804, -0.1370, 0.5112], [-0.0346, -0.1622, -0.2168], [-0.2845, -0.0949, 0.1978], [0.3047, -0.0676, -0.4816], [-0.2128, 0.0447, 0.3343], [-0.0274, 0.1859, 0.3141], [0.2203, 0.0750, -0.1229], [-0.1063, 0.0844, 0.1089], [0.0489, 0.2637, -0.7609], [-0.0095, -0.0060, 0.0168], [0.0351, 0.0270, -0.0068], [-0.0114, -0.0273, -0.0335], [-0.0324, -0.0165, 0.0045], [0.0218, -0.1999, -0.3299], [-0.2205, -0.0788, 0.1373], [0.1226, -0.0134, -0.1563], [-0.3874, -0.1587, 0.5252], [-0.0033, 0.1445, 0.2249], [0.2907, 0.1041, -0.2059], [-0.2918, 0.0940, 0.5125], [0.2055, -0.0611, -0.3561], [0.0102, 0.0293, 0.0369], [0.0322, 0.0219, -0.0045], [-0.0051, -0.0208, -0.0292], [-0.0386, -0.0283, 0.0075], [-0.1878, 0.2181, -0.1327], [-0.0359, -0.3317, -0.1688], [-0.1527, 0.5382, 0.0250], [0.1067, -0.3740, -0.0173], [0.2163, -0.2426, 0.1479], [0.0575, 0.2456, 0.1462], [0.0977, -0.3553, -0.0074], [-0.0299, 0.2613, 0.0037], [0.0248, -0.0193, 0.0207], [0.0190, 0.0333, 0.0329], [-0.0239, 0.0160, -0.0198], [0.0027, -0.0012, 0.0139], [0.1272, -0.3369, 0.2422], [0.2790, 0.1425, -0.1736], [-0.3143, -0.2595, 0.2926], [0.2184, 0.1409, -0.2013], [0.0122, 0.2613, -0.2147], [-0.3134, -0.1227, 0.1442], [0.1985, 0.4131, -0.3678], [-0.1654, -0.2635, 0.2554], [0.0132, 0.0681, -0.0694], [-0.0421, -0.0044, 0.0395], [0.0189, -0.0348, 0.0320], [0.0503, -0.0041, -0.0050]],
  "charge": 1
}

{
  "formula": "C49H36CsF3N8O3S",
  "method": "wB97M-V/def2-TZVPD",
  "elements": ["Cs", "C", "O", "C", "N", "C", "C", "C", "C", "C", "C", "C", "C", "C", "C", "C", "C", "N", "C", "N", "C", "C", "O", "C", "C", "C", "C", "C", "C", "H", "H", "H", "H", "H", "H", "H", "H", "H", "H", "H", "H", "H", "H", "H", "H", "H", "H", "H", "F", "C", "F", "F", "C", "C", "C", "C", "N", "C", "S", "H", "H", "H", "C", "O", "C", "C", "C", "C", "C", "C", "C", "N", "C", "C", "N", "C", "C", "C", "C", "N", "C", "C", "N", "C", "C", "C", "C", "H", "H", "H", "H", "H", "H", "H", "H", "H", "H", "H", "H", "H", "H"],
  "positions_angstrom": [[-0.5832, 0.8042, 2.1921], [1.0946, 1.8021, 7.2034], [0.1599, 2.8508, 6.9976], [-0.0733, 2.8057, 5.6583], [0.3850, 1.8730, 4.9610], [1.0128, 0.9396, 5.9144], [2.3608, 0.4071, 5.5571], [3.1792, 1.1255, 4.7403], [4.4820, 0.6904, 4.4958], [4.9473, -0.4956, 5.0384], [4.1098, -1.2512, 5.8355], [2.8164, -0.8044, 6.0832], [-0.8656, 3.9376, 5.0760], [-1.1447, 5.0512, 5.8711], [-1.8565, 6.1021, 5.3334], [-2.2155, 6.0358, 3.9828], [-1.8868, 4.8945, 3.2705], [-1.2096, 3.8719, 3.7976], [-2.1792, 4.7846, 1.8119], [-1.8928, 3.8409, 1.0278], [-2.3268, 4.2960, -0.3211], [-2.7385, 5.7451, -0.1133], [-2.7629, 5.9074, 1.3171], [-1.2911, 4.0853, -1.4266], [-1.7261, 4.3241, -2.7436], [-0.8494, 4.1672, -3.7990], [0.4148, 3.6555, -3.5575], [0.8416, 3.3726, -2.2800], [0.0036, 3.6440, -1.1994], [2.0784, 2.2616, 7.2841], [0.8915, 1.2785, 8.1280], [0.3248, 0.1189, 6.0324], [2.8118, 2.0781, 4.3157], [5.1496, 1.2382, 3.8534], [5.9285, -0.8491, 4.8425], [4.4646, -2.1796, 6.2493], [2.1395, -1.4357, 6.6271], [-0.7627, 5.0705, 6.8930], [-2.1564, 6.9731, 5.9351], [-2.6887, 6.8617, 3.4703], [-3.1792, 3.6729, -0.5940], [-1.9271, 6.3701, -0.4698], [-3.6897, 6.0472, -0.5599], [-2.7484, 4.6265, -2.9465], [-1.2007, 4.3842, -4.7877], [1.0989, 3.5609, -4.3787], [1.8818, 3.0575, -2.1082], [0.2762, 3.4226, -0.1938], [-0.2950, -4.1850, 6.6911], [-0.9302, -4.7203, 5.6351], [-1.6420, -5.7814, 6.0780], [0.0537, -5.2223, 4.8541], [-1.7747, -3.6960, 4.9041], [-3.1330, -3.9023, 4.8103], [-3.9456, -3.0180, 4.1294], [-3.2851, -1.8931, 3.6247], [-2.0009, -1.6378, 3.7349], [-1.1650, -2.5231, 4.3421], [0.5255, -2.2197, 4.3406], [-3.5469, -4.8144, 5.2458], [-5.0039, -3.1821, 3.9506], [-3.8752, -1.1343, 3.0817], [1.0504, -4.1784, -11.9249], [1.3096, -4.9115, -10.7315], [1.1982, -4.2684, -9.5248], [0.7171, -2.9727, -9.3203], [0.5810, -2.4992, -8.0357], [0.9095, -3.2843, -6.9209], [1.3734, -4.5696, -7.1673], [1.5488, -5.0611, -8.4484], [0.6995, -2.7266, -5.5798], [-0.1193, -1.7610, -5.2746], [0.0533, -1.5713, -3.9290], [0.9814, -2.4736, -3.4084], [1.3869, -3.2090, -4.4618], [1.3081, -2.5431, -2.0333], [2.1339, -3.4815, -1.4340], [2.2727, -3.4743, -0.0591], [1.6266, -2.4890, 0.6794], [0.8376, -1.5992, 0.1250], [0.6440, -1.6314, -1.1823], [-0.4111, -0.7318, -1.6924], [-1.0610, 0.0208, -0.8490], [-2.0079, 0.8207, -1.2945], [-2.3500, 0.9653, -2.6391], [-1.6607, 0.2020, -3.5374], [-0.6933, -0.6945, -3.0810], [1.3017, -4.8617, -12.7389], [1.6515, -3.2952, -12.0046], [-0.0142, -3.9379, -12.0117], [0.3507, -2.3840, -10.1579], [0.2074, -1.5005, -7.8444], [1.5676, -5.2324, -6.3202], [1.8670, -6.0880, -8.5962], [2.0755, -3.9376, -4.5108], [2.6435, -4.2592, -2.0294], [2.8665, -4.2184, 0.4654], [1.7946, -2.4548, 1.7808], [-2.5589, 1.3705, -0.5410], [-3.1113, 1.6546, -2.9261], [-1.8505, 0.1752, -4.5791]],
  "atomic_forces_ev_per_a": [[0.0747, -0.3364, 0.0963], [0.8202, -0.5213, -0.0677], [-0.7220, 0.2698, -0.5522], [-0.7217, 1.2895, -0.3976], [0.5961, -0.7746, 0.0482], [-0.0390, 0.3073, 0.7632], [-0.3486, -0.7150, 0.1655], [0.9240, 1.2429, -0.7103], [0.0170, -0.1359, -0.2251], [-0.6573, 0.3341, 0.1028], [-0.5538, 0.2837, 0.1125], [0.2221, -0.0370, -0.0348], [0.2718, 0.3805, 0.3293], [0.1505, -0.1177, 0.5671], [-0.3782, 0.4039, -0.3618], [0.0272, 0.1612, 0.3339], [0.5133, -0.4802, -0.0883], [-0.2486, -0.3479, 0.0816], [0.0067, 0.7375, 0.6334], [0.1181, 0.0427, -0.6100], [0.2988, -1.0688, 0.0273], [0.4304, 0.3849, -0.0565], [-0.3104, -0.1918, -0.1718], [-0.7228, 0.2302, -0.2303], [0.3320, 0.0540, 0.5235], [-0.3789, -0.3505, 0.4979], [0.2434, 0.3481, -0.4039], [0.6150, 0.3869, 0.5828], [-0.6206, -0.2954, -0.5053], [0.1972, 0.0090, 0.0042], [-0.2722, -0.1236, 0.0846], [-0.2716, -0.5297, 0.0543], [0.3097, -0.6166, 0.1797], [0.0011, 0.3181, -0.1535], [0.7790, -0.1086, -0.2218], [-0.0879, -0.2188, 0.0879], [-0.2139, -0.0847, 0.2840], [-0.3079, -0.0152, -0.2767], [0.3670, -0.4616, -0.3180], [-0.1572, -0.0767, 0.1514], [-0.2187, -0.0280, -0.0245], [-0.0458, 0.4042, -0.2529], [0.1603, -0.1063, 0.2411], [0.0028, 0.0831, 0.1283], [0.0846, 0.0514, -0.4433], [0.2116, -0.2370, -0.2801], [-0.6425, -0.0422, -0.0718], [0.3991, -0.0379, 0.5748], [-0.2740, -0.1219, 0.4236], [0.5840, 0.5202, -0.6629], [0.0017, 0.2029, 0.0461], [-0.3697, -0.2645, -0.0128], [0.4616, 0.1042, 0.2695], [-0.1619, -0.8894, 0.1857], [0.3679, 0.7065, -0.3964], [-1.2356, -0.0188, -0.1604], [0.5434, 0.1945, -0.0596], [-0.2907, -0.5094, -0.0920], [-0.3113, 0.2533, -0.0867], [0.0739, 0.2872, -0.1142], [0.2069, 0.0466, 0.1725], [0.2532, -0.3015, 0.2302], [-0.5426, -0.9687, 0.0331], [0.0522, 0.6565, 0.0675], [-0.0497, -0.4221, -0.6849], [-0.2364, -0.3442, -0.6647], [0.0878, 0.1548, 0.7695], [-0.2111, 0.4277, -0.6864], [0.2365, -0.3998, 0.6714], [-0.1697, -0.0577, 0.7130], [0.6414, -0.8909, 0.2080], [0.2452, 0.1231, 0.0903], [0.1295, -0.5566, 0.4295], [-0.8979, 1.1356, -0.1188], [-0.2813, -0.0868, -1.7882], [-0.3900, 0.3447, 0.4934], [0.6481, -0.9386, 0.2420], [0.2918, -0.3472, -0.3402], [0.6050, -0.1831, 1.0827], [-0.0117, 0.3292, 0.9082], [-0.6662, 0.0518, -0.4525], [1.1367, -0.7889, -1.7669], [-0.8753, 0.8950, 1.2380], [-0.2671, 0.0948, 0.0049], [0.4096, -0.2498, 0.4856], [0.2955, -0.7030, 0.1914], [0.3649, 0.1607, 0.6438], [0.0121, 0.1389, 0.1090], [0.3721, 0.5988, 0.0630], [0.0848, 0.1364, 0.0708], [0.2640, -0.0184, 0.1452], [-0.0500, -0.0346, -0.1296], [0.0289, 0.1017, -0.2562], [0.0168, 0.1995, -0.1325], [0.0809, 0.0382, 0.1916], [-0.2960, 0.5020, 0.2939], [-0.0373, 0.1254, -0.2020], [-0.4487, 0.1235, -0.8633], [0.0247, 0.1641, 0.1002], [-0.3992, 0.2998, -0.2121], [-0.3018, 0.3139, -0.8874]]
}

Respective HOMO-LUMO gap values: 5.58, 6.10 eV.
Respective energy above the lowest of the compared OMol25 structures with the same formula, charge and spin values: 0.000, 0.301 eV.